<1>
10
Properties=species:S:1:pos:R:3:nbo_charge:R:1 method="wB97M-V/def2-TZVPD" charge=-1
C 1.080 0.390 0.212 0.103
N 1.932 -0.024 -0.812 -0.507
N 1.954 -0.733 0.475 -0.509
O -2.447 0.984 0.977 -0.997
O -2.566 0.500 -1.452 -0.986
O -3.012 -1.263 0.261 -0.987
S -2.331 -0.019 -0.099 2.048
H 1.257 1.307 0.808 0.154
H 1.363 -0.722 -1.446 0.359
H 2.771 -0.419 1.077 0.321

***

<2>
10
Properties=species:S:1:pos:R:3:nbo_charge:R:1 method="wB97M-V/def2-TZVPD" charge=-1
C -0.894 -0.230 0.572 -0.078
N -1.264 -0.440 -0.798 -0.499
N -1.624 0.793 -0.121 -0.532
O 1.977 1.255 -0.469 -0.963
O 2.660 -0.264 1.370 -0.956
O 1.937 -1.166 -0.926 -0.962
S 1.891 -0.087 0.096 2.171
H -1.544 -0.702 1.399 0.145
H -0.569 -0.058 -1.329 0.355
H -2.569 0.899 0.206 0.320

***

Most favorable structure: <2>. The second most favorable one is 0.0103 hartree above it.

***

<1>
22
Properties=species:S:1:pos:R:3:nbo_charge:R:1 method="wB97M-V/def2-TZVPD" charge=0
C -0.012 0.062 2.643 -0.578
C -0.724 0.607 1.583 0.051
C -0.018 1.098 0.469 -0.344
C -0.632 1.478 -0.653 0.089
C -0.002 1.635 -1.966 -0.686
H -0.250 -0.787 1.806 0.426
H -0.459 -0.159 3.602 0.249
H -1.793 0.522 1.447 0.236
H 1.058 1.095 0.553 0.252
H -1.710 1.406 -0.702 0.199
H -0.360 2.568 -2.436 0.224
H 1.075 1.573 -1.939 0.249
H -0.393 0.813 -2.559 0.287
H 1.411 -1.160 -0.177 0.498
H 3.014 -1.009 -0.526 0.453
O 2.151 -0.631 -0.705 -1.060
H 1.040 0.271 2.633 0.248
H 0.650 -2.711 0.623 0.458
O 0.285 -1.853 0.377 -1.206
H -0.780 -1.625 -0.871 0.519
H -2.162 -1.886 -1.600 0.459
O -1.387 -1.306 -1.599 -1.021

***

<2>
22
Properties=species:S:1:pos:R:3:nbo_charge:R:1 method="wB97M-V/def2-TZVPD" charge=0 smiles="CCCCC=O.O.O"
C -1.048 0.305 -2.351 -0.609
C -1.395 0.510 -0.836 -0.412
C -1.896 -0.820 -0.248 -0.397
C -0.727 -1.657 0.321 -0.522
C -0.355 -1.171 1.688 0.445
O 0.328 -1.810 2.449 -0.534
H -0.125 0.823 -2.588 0.213
H -1.851 0.706 -2.970 0.205
H -0.994 -0.761 -2.533 0.199
H -0.433 0.707 -0.364 0.215
H -2.055 1.346 -0.627 0.211
H -2.603 -0.744 0.584 0.201
H -2.422 -1.384 -1.017 0.204
H -0.878 -2.732 0.414 0.236
H 0.161 -1.524 -0.308 0.232
H -0.725 -0.183 2.028 0.109
O 3.198 1.130 -1.259 -0.936
H 3.974 1.000 -1.778 0.469
H 3.515 0.821 -0.403 0.469
O 0.870 2.406 0.825 -0.969
H 1.583 2.562 0.203 0.492
H 1.062 2.618 1.741 0.481

***

Most favorable structure: <2>. The second most favorable one is 0.0996 hartree above it.

***

<1>
8
Properties=species:S:1:pos:R:3:nbo_charge:R:1 method="wB97M-V/def2-TZVPD" charge=0 smiles="O=CCO"
O -1.499 -0.991 0.009 -0.521
C -0.412 -0.773 0.478 0.426
C 0.529 0.359 0.012 -0.184
O 0.016 0.951 -1.132 -0.707
H 0.027 -1.350 1.293 0.112
H 0.467 1.136 0.774 0.193
H 1.623 0.225 -0.058 0.200
H -0.752 0.444 -1.375 0.481

***

<2>
8
Properties=species:S:1:pos:R:3:nbo_charge:R:1 method="wB97M-V/def2-TZVPD" charge=0 smiles="C=O.C=O"
C 1.806 0.068 -0.843 0.275
O 1.583 1.107 -0.293 -0.501
H 1.014 -0.634 -1.140 0.115
H 2.858 -0.237 -0.937 0.114
C -1.515 -0.050 0.554 0.287
O -2.008 -1.129 0.622 -0.493
H -2.024 0.864 0.178 0.092
H -0.484 0.226 0.823 0.111

***

<3>
8
Properties=species:S:1:pos:R:3:nbo_charge:R:1 method="wB97M-V/def2-TZVPD" charge=0 smiles="CC(=O)O"
C -0.645 0.412 -0.594 -0.745
C 0.131 -0.187 0.477 0.735
O -0.071 -0.314 1.662 -0.607
O 1.370 -0.567 0.100 -0.700
H -0.202 -0.027 -1.714 0.266
H -0.354 1.657 -0.321 0.275
H -1.907 0.187 -0.482 0.272
H 1.679 -1.162 0.870 0.503

***

Most favorable structure: <1>. The second most favorable one is 0.0169 hartree above it.

***

<1>
11
Properties=species:S:1:pos:R:3:nbo_charge:R:1 method="wB97M-V/def2-TZVPD" charge=0 smiles="S[C@@H]1C=CC=N1"
S 2.432 -0.259 0.959 -0.150
C 0.712 0.806 0.330 -0.088
C -0.525 0.151 0.857 -0.188
C -1.206 -0.225 -0.219 -0.283
C -0.272 0.054 -1.342 0.089
N 0.815 0.642 -1.073 -0.444
H 2.399 -0.474 -0.353 0.153
H 0.964 1.744 0.855 0.254
H -0.949 0.393 1.880 0.235
H -2.215 -0.522 -0.302 0.227
H -0.598 -0.070 -2.409 0.194

***

<2>
11
Properties=species:S:1:pos:R:3:nbo_charge:R:1 method="wB97M-V/def2-TZVPD" charge=0
C 0.537 1.151 -0.087 -0.069
C 1.861 0.665 0.183 -0.294
C 1.884 -0.700 0.045 -0.292
C 0.593 -1.055 -0.198 -0.079
H -2.032 -1.020 1.376 0.144
H 0.157 2.089 -0.188 0.208
H 2.629 1.449 0.314 0.224
H 2.759 -1.447 0.376 0.238
H 0.378 -2.104 -0.354 0.219
N -0.254 0.036 -0.234 -0.488
S -1.960 0.026 0.028 0.188

***

Most favorable structure: <1>. The second most favorable one is 0.0221 hartree above it.

***

<1>
11
Properties=species:S:1:pos:R:3:nbo_charge:R:1 method="wB97M-V/def2-TZVPD" charge=0 smiles="C#CCSN=C"
C 2.750 0.814 -0.088 -0.210
C 2.190 -0.228 0.030 -0.032
C 0.986 -0.934 0.335 -0.578
S -0.162 0.525 0.487 0.480
N -1.575 -0.131 -0.080 -0.621
C -2.758 0.244 -0.308 -0.059
H 3.515 1.524 -0.219 0.230
H 0.556 -1.216 -0.565 0.257
H 1.122 -1.577 1.120 0.239
H -3.554 -0.398 -0.451 0.171
H -3.070 1.378 -0.262 0.123

***

<2>
11
Properties=species:S:1:pos:R:3:nbo_charge:R:1 method="wB97M-V/def2-TZVPD" charge=0 smiles=Sc1ccc[nH]1
S -2.549 -0.234 0.162 -0.024
C -0.768 0.067 -0.126 0.032
C 0.101 1.137 -0.017 -0.361
C 1.331 0.472 0.151 -0.268
C 1.253 -0.893 0.043 -0.100
N -0.100 -1.164 -0.066 -0.545
H -2.681 1.281 -0.324 0.165
H -0.339 2.098 -0.379 0.248
H 2.348 1.009 0.662 0.224
H 1.871 -1.741 0.240 0.218
H -0.466 -2.033 -0.347 0.411

***

<3>
11
Properties=species:S:1:pos:R:3:nbo_charge:R:1 method="wB97M-V/def2-TZVPD" charge=0
C 2.024 -0.252 0.025 -0.064
C -1.053 0.077 -1.690 0.279
C 2.241 -1.520 -0.186 -0.621
C -1.990 0.950 0.533 -0.446
N -1.288 0.470 -0.607 -0.530
S 1.763 1.227 0.394 0.149
H 1.827 -2.098 -1.127 0.272
H 2.965 -2.137 0.471 0.264
H -1.504 1.936 0.668 0.237
H -2.981 1.271 0.297 0.219
H -2.003 0.076 1.221 0.240

***

Most favorable structure: <2>. The second most favorable one is 0.0396 hartree above it.

***

<1>
18
Properties=species:S:1:pos:R:3:lowdin_spin:R:1 method="wB97M-V/def2-TZVPD" charge=+1 multiplicity=2 s_squared=0.75
C -0.910 0.573 -2.352 0.001
C -0.006 -0.152 -1.292 0.001
C 0.396 0.871 -0.006 0.040
C -0.561 0.448 1.001 0.053
N -0.355 -0.804 1.515 0.681
C 0.876 -0.878 2.271 0.088
O -1.532 1.135 1.313 0.035
H -1.150 -0.143 -3.224 0.000
H -1.915 0.660 -1.887 0.000
H -0.508 1.542 -2.658 0.001
H 0.960 -0.445 -1.759 0.000
H -0.535 -1.134 -1.091 0.000
H 1.481 0.739 0.209 0.002
H 0.348 1.972 -0.191 0.011
H -0.512 -1.542 0.795 0.015
H 0.726 -1.201 3.323 0.036
H 1.638 -1.637 1.784 0.030
H 1.558 -0.004 2.247 0.007

***

<2>
18
Properties=species:S:1:pos:R:3:lowdin_spin:R:1 method="wB97M-V/def2-TZVPD" charge=+1 multiplicity=2 s_squared=0.75
C -0.339 1.175 1.225 0.077
N -0.456 0.531 -0.053 0.660
C -1.868 -0.034 -0.182 0.039
C 0.861 -1.487 0.145 0.052
C 0.518 -0.304 -0.725 0.049
C 1.653 0.616 -1.050 0.009
O 2.810 0.341 -1.220 0.001
H -1.026 2.082 1.371 0.023
H 0.661 1.606 1.435 0.001
H -0.661 0.488 2.019 0.038
H -2.402 0.323 -1.049 0.017
H -1.708 -1.104 -0.407 0.015
H -2.383 0.115 0.781 0.004
H 1.362 -2.075 -0.634 0.008
H 1.681 -1.305 0.928 0.001
H 0.098 -2.167 0.506 0.002
H -0.032 -0.566 -1.647 0.003
H 1.230 1.764 -1.441 0.002

***

<3>
18
Properties=species:S:1:pos:R:3:lowdin_spin:R:1 method="wB97M-V/def2-TZVPD" charge=+1 multiplicity=2 s_squared=0.78
N -1.107 -0.918 1.819 0.129
C -1.129 -1.067 0.444 0.119
C -1.608 -2.096 -0.281 0.498
C 0.297 2.486 -0.296 0.023
C 0.316 1.101 0.286 0.149
C -0.642 0.148 -0.179 0.013
H -1.581 -1.683 2.386 0.001
H -0.450 -0.244 2.112 0.008
H -1.598 -3.114 0.146 0.018
H -1.517 -2.129 -1.388 0.019
H -0.525 3.071 0.195 0.007
H 0.333 2.415 -1.408 0.005
H 1.334 2.930 -0.119 0.000
H 1.259 0.948 0.923 0.005
H -0.995 0.395 -1.216 0.003
H 2.544 -0.976 -1.901 0.000
H 2.307 -0.284 -0.556 0.001
O 2.763 -0.983 -0.967 0.002

***

<4>
18
Properties=species:S:1:pos:R:3:lowdin_spin:R:1 method="wB97M-V/def2-TZVPD" charge=+1 multiplicity=2 s_squared=0.76
C -1.775 -1.421 -0.864 0.054
N -0.270 -1.150 -0.800 0.626
C -0.029 -0.224 0.279 0.076
C 0.251 1.179 -0.458 0.074
C 0.816 2.370 0.375 0.021
O 1.937 2.467 0.835 0.033
C 1.268 -0.647 0.989 0.010
H -2.248 -0.458 -1.167 0.013
H -1.908 -2.257 -1.598 -0.001
H -2.143 -1.551 0.218 0.033
H 0.088 -2.074 -0.608 0.028
H -0.898 -0.127 0.942 0.018
H -0.754 1.618 -0.584 0.001
H 0.706 1.184 -1.491 -0.001
H 0.163 3.297 0.290 0.013
H 1.577 0.226 1.608 0.000
H 2.024 -0.986 0.271 0.001
H 1.197 -1.445 1.761 0.001

***

Most favorable structure: <2>. The second most favorable one is 0.0023 hartree above it.